# 1
89
Properties=species:S:1:pos:R:3:forces:R:3 method="wB97M-V/def2-TZVPD" homo_lumo_gap_ev=6.675 e_lumo_ev=1.722 charge=-1 multiplicity=1
Ba 0.5222 -0.3038 -0.6787 1.081 0.814 -0.074
O -3.8651 -0.9987 -6.5998 0.426 -0.053 -0.231
C -3.0235 -1.8674 -6.2870 -1.127 -0.568 0.278
O -2.9242 -3.0659 -6.6259 0.166 0.365 -0.234
C -2.0642 -1.4489 -5.1750 0.539 0.257 0.126
C -1.9966 -0.1280 -4.7522 -0.133 -0.101 -0.187
C -1.0817 0.2281 -3.7810 0.282 0.468 0.452
N -0.2966 -0.6806 -3.1863 -0.140 -0.138 -0.524
C -0.3734 -1.9652 -3.5660 0.451 0.073 0.329
C -1.2247 -2.3761 -4.5759 -0.056 -0.175 -0.056
C 0.5566 -2.9275 -2.8469 -0.070 0.590 -0.228
C 0.2749 -4.2816 -2.7582 -0.088 -0.137 0.008
C 1.1545 -5.1032 -2.0734 -0.075 -0.094 -0.028
C 2.3020 -4.5654 -1.5152 0.052 0.035 0.019
C 2.5128 -3.2040 -1.6481 -0.333 0.162 -0.222
N 1.6552 -2.3981 -2.2857 0.101 -0.247 -0.190
C -0.9271 1.6668 -3.3084 0.165 -0.627 -0.036
C -1.6884 2.6929 -3.8509 -0.160 0.149 -0.067
C -1.5588 3.9746 -3.3453 -0.081 -0.005 -0.095
C -0.6708 4.2114 -2.3097 0.065 -0.024 0.047
C 0.0663 3.1405 -1.8370 -0.105 -0.214 -0.202
N -0.0437 1.9032 -2.3312 -0.033 0.298 -0.124
H -2.6794 0.5670 -5.2194 0.022 -0.011 -0.036
H -1.2575 -3.3947 -4.9419 -0.031 0.039 0.017
H -0.6364 -4.6756 -3.1885 0.043 -0.005 0.017
H 0.9367 -6.1592 -1.9711 0.005 0.015 0.000
H 3.0153 -5.1742 -0.9744 -0.051 0.008 -0.017
H 3.3944 -2.7273 -1.2321 -0.044 0.000 0.077
H -2.3888 2.4900 -4.6476 0.000 0.029 0.015
H -2.1589 4.7790 -3.7534 0.013 -0.020 0.010
H -0.5494 5.1932 -1.8704 -0.024 -0.029 -0.018
H 0.7686 3.2750 -1.0195 -0.047 -0.032 -0.025
Br 3.1835 0.6074 -3.2466 -0.105 -0.538 -0.009
C 3.5665 2.3996 -2.7549 -0.053 0.308 -0.059
Br 3.5641 2.6822 -0.8519 -0.024 0.106 0.134
H 2.7867 3.0236 -3.1712 0.010 0.080 -0.011
H 4.5444 2.6620 -3.1287 0.063 0.071 -0.031
B 1.3541 -2.8096 2.3213 0.036 -0.026 -0.161
N 0.1461 -3.2326 1.3814 0.094 0.126 -0.213
C -0.6531 -4.2883 1.6000 0.134 0.068 0.065
C -1.7318 -4.2317 0.7344 0.029 0.100 -0.097
C -1.5011 -3.0693 -0.0105 0.102 -0.070 0.160
N -0.3726 -2.4725 0.3817 -0.244 -1.028 0.736
N 2.6011 -2.2023 1.5468 -0.154 0.072 -0.104
C 3.8602 -2.6687 1.6386 -0.238 -0.010 0.038
C 4.7235 -1.7566 1.0631 -0.020 0.119 -0.114
C 3.8785 -0.7253 0.6219 -0.001 -0.360 0.225
N 2.6066 -0.9964 0.9157 0.459 -0.476 0.534
H 0.9705 -1.9943 3.1287 0.017 -0.036 -0.099
H 1.7476 -3.8359 2.8520 -0.058 0.173 -0.119
H -0.4015 -4.9973 2.3730 -0.026 0.001 -0.041
H -2.5540 -4.9234 0.6549 0.036 0.034 -0.001
H -2.1003 -2.6325 -0.8006 0.066 -0.035 0.058
H 4.0440 -3.6126 2.1270 0.024 0.050 -0.018
H 5.7959 -1.8235 0.9800 -0.043 0.007 0.001
H 4.1305 0.1994 0.1288 0.025 -0.065 -0.058
C 2.5345 4.5060 2.0769 -0.082 -0.115 0.026
C 1.1810 4.6564 1.7948 0.019 -0.107 0.035
C 0.3136 3.5736 1.9133 0.027 0.042 -0.006
C 0.7821 2.3214 2.3167 0.078 0.045 -0.018
C 2.1481 2.1803 2.5845 0.031 0.076 0.017
C 3.0162 3.2634 2.4779 -0.109 -0.012 0.006
P -0.2550 0.7963 2.3306 -0.539 0.222 -0.114
C -0.9068 0.7041 4.0376 0.233 -0.014 0.110
C -1.8374 -0.3031 4.3076 0.002 -0.033 0.022
C -2.3699 -0.4514 5.5779 0.051 0.067 0.010
C -1.9693 0.3941 6.6107 0.010 -0.025 -0.101
C -1.0319 1.3830 6.3571 0.017 -0.026 -0.126
C -0.5036 1.5347 5.0757 -0.029 0.075 0.137
C -1.7644 1.3000 1.3996 0.077 0.026 0.038
C -2.8096 2.0141 2.0174 0.102 -0.082 -0.128
C -3.9414 2.3417 1.2934 0.093 -0.117 -0.200
C -4.0219 1.9392 -0.0449 0.092 0.035 0.217
C -2.9698 1.2476 -0.6297 0.252 -0.042 0.102
C -1.7654 0.8889 0.0466 -1.418 0.559 0.339
H 3.2109 5.3466 1.9731 -0.019 -0.025 0.012
H 0.7984 5.6201 1.4780 -0.001 -0.025 0.002
H -0.7378 3.6907 1.6735 0.037 0.007 0.004
H 2.5346 1.2041 2.8599 -0.013 0.013 -0.021
H 4.0710 3.1304 2.6907 -0.026 0.003 0.000
H -2.1480 -0.9721 3.5110 0.014 0.033 0.013
H -3.0971 -1.2322 5.7649 0.010 0.009 0.006
H -2.3846 0.2773 7.6042 0.002 -0.006 -0.012
H -0.7096 2.0450 7.1521 -0.001 -0.008 -0.009
H 0.2241 2.3164 4.8873 -0.023 -0.015 0.007
H -2.7453 2.2980 3.0640 0.032 -0.014 -0.014
H -4.7552 2.8853 1.7592 -0.005 -0.005 -0.003
H -4.9175 2.1645 -0.6174 0.042 -0.018 -0.008
H -3.1126 0.9581 -1.6728 0.095 -0.013 0.040

***

# 2
81
Properties=species:S:1:pos:R:3:forces:R:3 method="wB97M-V/def2-TZVPD" homo_lumo_gap_ev=6.107 e_lumo_ev=-0.291 relative_energy_kcal_mol=4.9 multiplicity=1
Ba 1.0210 -0.0651 -2.1767 0.428 0.806 -0.034
C -2.4364 -2.9202 -2.3021 -0.303 -0.031 -0.034
Si -1.4061 -1.7509 -1.2202 -0.049 -0.194 -0.036
C -2.7000 -0.7157 -0.2159 -0.188 -0.018 -0.006
C -3.6943 -1.3968 0.4990 0.034 -0.146 0.097
C -4.6841 -0.7420 1.2148 0.045 -0.060 0.000
C -4.7190 0.6471 1.2355 0.050 0.082 -0.017
C -3.7605 1.3556 0.5315 -0.103 -0.118 0.077
C -2.7581 0.6859 -0.1812 -0.227 0.081 0.155
P -1.5981 1.6958 -1.1440 0.287 -0.315 -0.273
C -0.6371 2.6883 0.0459 0.044 0.046 0.073
C 0.4190 3.4406 -0.4777 0.098 0.011 0.012
C 1.2506 4.1798 0.3510 -0.018 -0.003 0.005
C 1.0463 4.1612 1.7252 0.039 0.022 0.005
C 0.0053 3.4136 2.2570 0.000 -0.051 -0.002
C -0.8346 2.6853 1.4236 0.028 0.002 0.010
C -2.7117 2.9225 -1.9037 0.038 0.143 -0.023
C -2.6514 4.2874 -1.6371 -0.077 -0.009 -0.049
C -3.5059 5.1671 -2.2923 0.015 -0.007 0.025
C -4.4251 4.6906 -3.2130 -0.031 0.018 -0.026
C -4.4920 3.3285 -3.4810 0.003 -0.061 0.008
C -3.6378 2.4493 -2.8350 -0.046 0.089 -0.019
C -0.7357 -2.9542 0.1349 -0.002 -0.010 0.086
C -1.1320 -4.2902 0.2564 0.058 -0.098 -0.090
C -0.5378 -5.1443 1.1752 -0.008 -0.009 -0.011
C 0.4726 -4.6921 2.0179 0.000 0.062 -0.012
C 0.8712 -3.3673 1.9408 -0.050 -0.054 0.027
C 0.2738 -2.5200 1.0093 -0.053 -0.165 -0.040
P 0.6317 -0.7554 0.9515 -0.379 0.377 0.052
C 0.4374 -0.2808 2.6951 0.181 0.005 0.197
C 1.4875 0.0155 3.5607 -0.063 0.053 -0.072
C 1.2336 0.3224 4.8916 -0.015 0.002 0.013
C -0.0676 0.3133 5.3733 0.048 0.016 0.021
C -1.1174 -0.0001 4.5195 -0.046 0.024 -0.028
C -0.8690 -0.2850 3.1862 -0.067 -0.032 -0.030
C 2.3864 -0.5375 0.5570 0.233 -0.104 0.172
C 3.1523 -1.5533 -0.0178 0.047 0.062 0.017
C 4.4294 -1.2761 -0.5025 -0.029 -0.014 -0.007
C 4.9486 0.0058 -0.4189 0.027 0.014 -0.029
C 4.1860 1.0281 0.1400 -0.021 0.039 -0.026
C 2.9097 0.7651 0.6119 0.004 -0.051 -0.063
H -3.2701 -3.4259 -1.7976 0.107 0.016 -0.003
H -2.8628 -2.3762 -3.1508 0.048 -0.027 0.028
H -1.7647 -3.6838 -2.7097 -0.074 0.030 -0.007
H -3.6809 -2.4845 0.4958 -0.029 0.074 0.011
H -5.4339 -1.3111 1.7526 0.023 0.003 -0.022
H -5.4936 1.1708 1.7827 0.022 -0.005 -0.012
H -3.8013 2.4402 0.5168 0.005 -0.030 0.005
H 0.5898 3.4659 -1.5519 -0.051 -0.022 0.011
H 2.0592 4.7627 -0.0738 -0.023 -0.011 0.011
H 1.7000 4.7260 2.3788 -0.023 -0.014 -0.016
H -0.1525 3.3867 3.3277 0.000 -0.012 0.009
H -1.6368 2.0981 1.8509 0.019 0.009 0.005
H -1.9448 4.6696 -0.9110 -0.017 0.004 -0.017
H -3.4536 6.2270 -2.0744 -0.004 -0.024 -0.007
H -5.0915 5.3765 -3.7212 0.017 -0.017 0.013
H -5.2105 2.9475 -4.1964 0.013 0.027 0.017
H -3.7026 1.3867 -3.0446 0.031 0.006 0.008
H -1.9069 -4.6844 -0.3945 0.056 0.046 0.051
H -0.8632 -6.1768 1.2343 0.008 0.024 0.006
H 0.9328 -5.3633 2.7329 -0.005 0.020 -0.026
H 1.6363 -2.9830 2.6093 -0.030 -0.039 -0.015
H 2.5077 0.0053 3.1981 0.014 0.000 0.004
H 2.0571 0.5546 5.5560 -0.016 -0.008 -0.016
H -0.2634 0.5412 6.4140 0.006 -0.005 -0.025
H -2.1331 -0.0234 4.8952 0.010 0.009 -0.027
H -1.6922 -0.5347 2.5195 0.034 0.038 0.048
H 2.7464 -2.5541 -0.1047 0.017 -0.001 0.014
H 5.0071 -2.0661 -0.9606 0.011 -0.004 -0.025
H 5.9411 0.2139 -0.8000 -0.039 -0.015 0.009
H 4.5850 2.0340 0.2001 -0.012 -0.023 0.005
H 2.3105 1.5697 1.0275 -0.020 0.008 0.017
Te 1.8015 -2.8133 -3.5805 0.009 -0.545 -0.256
C 3.8818 -2.6684 -3.8813 -0.108 0.047 0.067
C 4.8711 -3.4037 -3.2913 0.020 -0.110 -0.011
C 6.1787 -3.0591 -3.7388 0.041 0.013 -0.002
C 6.1707 -2.0604 -4.6642 0.090 0.005 0.025
S 4.5650 -1.5541 -4.9962 0.032 0.064 0.034
H 4.6641 -4.1892 -2.5749 0.002 0.053 -0.024
H 7.0832 -3.5430 -3.3921 -0.041 0.025 -0.023
H 7.0185 -1.6199 -5.1680 -0.075 -0.013 0.013

***

# 3
86
Properties=species:S:1:pos:R:3:forces:R:3 method="wB97M-V/def2-TZVPD" homo_lumo_gap_ev="6.130 / 6.624" e_lumo_ev="3.662 / 3.661" relative_energy_kcal_mol=8.8 charge=-2 multiplicity=4
Co 0.2922 2.3738 1.6371 -0.168 -0.148 -0.021
O -3.2436 0.4154 1.2279 -0.047 0.160 0.118
C -2.2329 1.1208 1.1911 0.230 -0.406 -0.185
O -1.2243 1.0675 1.9565 -0.122 0.090 0.092
C -2.1272 2.1069 0.0270 -0.047 0.146 -0.025
C -3.2074 2.3516 -0.8101 0.022 -0.026 0.052
C -3.0508 3.2417 -1.8554 -0.008 0.011 -0.030
C -1.8219 3.8619 -2.0318 -0.020 -0.006 -0.042
C -0.7974 3.5636 -1.1526 0.087 -0.090 -0.005
N -0.9458 2.6981 -0.1518 0.125 0.079 0.175
H -4.1320 1.8262 -0.6182 -0.002 0.002 -0.004
H -3.8695 3.4412 -2.5354 -0.001 -0.003 0.000
H -1.6541 4.5567 -2.8438 0.007 0.006 0.008
H 0.1823 4.0167 -1.2476 -0.001 0.011 0.007
O 6.7981 -2.1647 2.6525 -0.013 0.017 0.135
C 5.7323 -2.8013 2.7600 -0.017 -0.042 -0.392
O 5.5501 -4.0285 2.9144 -0.005 0.031 0.139
C 4.4355 -1.9619 2.6065 0.002 -0.028 0.121
C 3.1871 -2.5703 2.6512 0.023 -0.006 -0.005
C 2.0489 -1.7980 2.4820 0.010 -0.018 -0.012
N 2.0685 -0.4837 2.2686 -0.050 0.002 -0.020
C 3.2655 0.1063 2.2373 0.026 -0.021 -0.037
C 4.4608 -0.5886 2.4033 -0.014 0.033 -0.002
C 3.2976 1.6004 1.9409 0.125 -0.172 -0.165
O 4.3669 2.1990 1.9813 -0.076 0.009 0.111
O 2.1834 2.1318 1.5945 -0.119 0.295 -0.220
H 3.1352 -3.6399 2.8072 -0.001 -0.001 0.001
H 1.0678 -2.2633 2.4956 -0.041 0.004 0.042
H 5.4045 -0.0652 2.3582 0.004 -0.004 0.010
C 2.7061 -1.3947 -0.9933 0.011 -0.017 0.094
C 2.2812 -1.6309 -2.4147 -0.009 0.005 -0.008
C 3.2288 -2.0492 -3.3506 0.026 0.006 0.020
C 2.8823 -2.3119 -4.6652 -0.008 0.004 -0.011
C 1.5642 -2.1611 -5.0717 0.004 -0.001 0.007
C 0.6128 -1.7460 -4.1520 0.005 0.006 -0.005
C 0.9493 -1.4765 -2.8269 -0.029 -0.047 -0.021
Sb -0.4746 -0.7398 -1.3730 0.058 0.115 0.050
C -2.0076 -0.2226 -2.8201 -0.019 -0.012 0.024
C -1.5460 0.5998 -3.8479 0.028 0.013 -0.031
C -2.4045 1.1836 -4.7681 0.005 0.027 -0.012
C -3.7671 0.9607 -4.6572 -0.010 -0.010 0.001
C -4.2448 0.1679 -3.6244 -0.001 -0.017 -0.012
C -3.3914 -0.4240 -2.6928 -0.014 0.010 0.023
C -3.9916 -1.2062 -1.5565 0.014 0.003 -0.018
C -1.1606 -2.5655 -0.4748 -0.015 -0.013 -0.037
C -1.3328 -2.4427 0.9021 0.037 -0.041 0.006
C -1.8032 -3.5085 1.6602 0.020 0.014 0.008
C -2.0948 -4.7094 1.0398 0.003 -0.021 -0.001
C -1.9209 -4.8405 -0.3329 0.002 -0.016 0.029
C -1.4574 -3.7824 -1.1052 -0.016 0.059 -0.046
C -1.3167 -3.9511 -2.5926 -0.049 -0.010 -0.020
H 3.7904 -1.3470 -0.9004 -0.007 -0.017 0.008
H 2.3607 -2.2032 -0.3432 0.013 0.001 0.006
H 2.2972 -0.4715 -0.5767 0.008 0.025 -0.037
H 4.2572 -2.1666 -3.0286 -0.003 -0.006 -0.004
H 3.6397 -2.6339 -5.3703 0.001 0.001 0.003
H 1.2752 -2.3675 -6.0956 0.002 0.000 -0.001
H -0.4157 -1.6400 -4.4758 0.017 -0.003 -0.015
H -0.4812 0.7947 -3.9374 -0.019 0.004 -0.001
H -2.0084 1.8128 -5.5563 -0.004 0.002 0.001
H -4.4583 1.4077 -5.3623 0.002 0.001 -0.005
H -5.3133 0.0081 -3.5234 0.002 -0.003 -0.002
H -5.0787 -1.2346 -1.6489 0.000 0.006 0.012
H -3.7440 -0.7529 -0.5917 -0.005 -0.028 -0.015
H -3.6264 -2.2319 -1.5344 0.029 -0.057 -0.003
H -1.1043 -1.5063 1.3992 -0.021 0.066 0.012
H -1.9355 -3.3875 2.7276 -0.002 -0.010 0.003
H -2.4568 -5.5506 1.6192 -0.002 0.004 -0.001
H -2.1525 -5.7841 -0.8160 -0.001 0.004 -0.004
H -1.7611 -4.8916 -2.9223 -0.002 -0.002 0.011
H -0.2704 -3.9389 -2.8991 -0.003 -0.017 0.016
H -1.8123 -3.1333 -3.1238 0.014 -0.014 -0.002
Cl 1.5138 4.0568 8.3088 0.012 -0.004 0.037
C 1.0756 4.1026 6.6100 -0.027 0.007 -0.021
C 2.0630 4.0269 5.6406 -0.004 0.004 -0.010
C 1.7110 4.0769 4.3030 -0.012 0.007 0.024
C 0.3715 4.2106 3.8954 0.014 0.040 0.040
C 0.0132 4.2351 2.4682 -0.010 0.049 0.094
C -0.5948 4.2658 4.9102 0.023 -0.013 -0.034
C -0.2559 4.2124 6.2532 0.029 -0.003 0.009
H 3.1002 3.9148 5.9279 -0.001 -0.001 0.009
H 2.4838 3.9805 3.5479 -0.012 0.009 -0.003
H 0.7041 4.8689 1.9021 0.011 -0.029 -0.031
H -1.0085 4.5957 2.3112 0.006 -0.005 0.018
H -1.6400 4.3502 4.6335 -0.001 0.000 -0.004
H -1.0194 4.2574 7.0194 0.002 0.001 0.004